A) Density functional theory data (ωB97M-V with the def2-TZVPD basis set) for a cluster of 2 separate species, C3H14N3O in total.

Properties
charge	+1
HOMO level	-13.45	eV
E_LUMO	-3.088	eV

Geometry (Å):
1 H -0.89 2.90 0.71
2 H -1.56 -2.21 -0.55
3 N -0.06 -3.57 -0.89
4 O 1.30 2.43 1.93
5 N 0.06 -1.08 -1.28
6 H 0.94 -3.70 -0.81
7 H -1.84 1.44 -1.10
8 C -0.31 2.15 0.18
9 C 0.68 1.46 1.13
10 H -0.68 0.17 -0.75
11 C -0.47 -2.24 -0.51
12 H 0.22 2.64 -0.64
13 H 2.19 2.12 2.13
14 H -1.88 0.83 0.39
15 H 1.40 0.93 0.49
16 N -1.23 1.10 -0.35
17 H 0.12 0.76 1.76
18 H -0.20 -2.07 0.54
19 H -0.10 -1.16 -2.28
20 H 1.07 -1.04 -1.12
21 H -0.27 -3.73 -1.88

These are the Löwdin partial charges, in e, on atoms 1 to 2:
1. H 0.1354
2. H 0.1167

***

B) Density functional theory data (ωB97M-V with the def2-TZVPD basis set) for a cluster of 2 separate species, C3H14N3O in total.

Properties
charge	+1
HOMO level	-13.16	eV
E_LUMO	-2.909	eV

Geometry (Å):
1 N 1.18 -0.73 -0.11
2 C -0.72 0.64 2.26
3 H -0.34 1.16 -1.38
4 H -0.75 -1.28 -0.81
5 C 0.00 0.35 -2.03
6 H 1.61 0.19 -0.16
7 H 0.57 -1.69 -1.88
8 H 0.98 0.63 -2.43
9 H 0.75 -0.78 0.88
10 N 0.09 -0.57 2.48
11 O -0.03 1.54 1.42
12 C 0.18 -0.91 -1.22
13 N -0.89 0.07 -3.14
14 H 0.81 -0.38 3.17
15 H -0.51 -1.28 2.91
16 H 1.89 -1.45 -0.17
17 H -1.02 1.11 3.20
18 H -1.86 0.08 -2.85
19 H -1.61 0.34 1.71
20 H 0.55 2.09 1.95
21 H -0.88 0.85 -3.80

These are the Löwdin partial charges, in e, on atoms 1 to 2:
1. N 0.1580
2. C -0.2930

***

Stability, highest: B)

***

A) Density functional theory data (ωB97M-V with the def2-TZVPD basis set) for a cluster of 7 separate species, C35H35ClNO10 in total.

Properties
charge	-1
HOMO level	-5.22	eV
E_LUMO	2.271	eV

Geometry (Å):
1 C -0.09 1.48 4.18
2 O 0.58 -1.60 2.86
3 H -1.20 -2.78 0.96
4 H -2.77 3.72 4.68
5 H 4.82 -3.20 -0.44
6 C -0.39 2.07 6.54
7 H -1.14 -0.03 -0.80
8 H -2.62 -5.73 -2.96
9 C -0.08 5.54 -2.14
10 H 0.35 0.66 3.65
11 O -2.00 -0.17 -1.05
12 H -2.14 3.23 6.84
13 C -1.19 3.77 -0.72
14 C -1.47 2.84 6.18
15 H 1.77 -1.06 -6.20
16 Cl 0.73 0.81 0.58
17 O 7.73 -0.41 -2.93
18 C 4.43 0.12 -1.38
19 H 0.37 -1.18 2.09
20 C -1.89 -4.92 3.67
21 H -1.13 -4.37 -2.13
22 C -1.13 2.31 3.81
23 C 5.58 0.36 -2.20
24 H 5.99 1.24 -2.47
25 C -4.27 -3.22 -1.81
26 O -1.18 2.43 2.53
27 H 1.01 -0.12 -2.10
28 C -3.78 -1.71 -1.36
29 H -0.60 1.89 1.90
30 H 1.25 1.17 5.81
31 H -1.21 7.19 -2.67
32 C 0.35 1.51 5.55
33 N 1.66 -0.80 -4.11
34 H 8.35 -1.18 -2.80
35 C 6.18 -2.00 -1.68
36 C -0.13 -3.32 4.26
37 C -1.91 -3.57 -2.01
38 H -4.46 -0.89 -1.12
39 H 3.96 1.07 -1.13
40 H 0.71 5.90 -2.41
41 C 4.13 -1.16 -0.97
42 H 0.44 0.88 -7.09
43 C -2.45 -1.36 -1.30
44 O 2.81 -1.45 -0.54
45 C 0.04 0.92 -3.68
46 O -0.08 1.96 7.88
47 H 0.43 -2.85 5.04
48 C -3.20 -4.05 -2.08
49 O -3.64 6.35 -1.82
50 C 6.49 -0.77 -2.32
51 H 6.83 -2.79 -1.78
52 O -3.39 -5.33 -2.45
53 H -0.72 -1.99 -1.69
54 C -1.31 6.23 -2.29
55 C 5.05 -2.23 -1.06
56 H -0.88 -4.96 5.58
57 O 1.29 3.76 -1.30
58 C 0.04 4.40 -1.36
59 C -1.18 -3.17 1.99
60 H 1.15 2.87 -0.89
61 O -2.86 -5.81 4.02
62 H -4.23 6.04 -2.58
63 C 1.47 -0.39 -5.44
64 C -2.11 -4.26 2.47
65 C 0.55 0.58 -5.91
66 C -0.30 -2.70 3.06
67 C 0.89 -0.12 -3.19
68 C -2.48 5.68 -1.74
69 H -0.52 1.63 -2.99
70 H -3.46 -6.14 3.36
71 C -0.91 -4.54 4.56
72 H -1.12 2.05 -5.13
73 H 2.33 -0.61 -0.33
74 C -0.21 1.18 -4.94
75 H -2.89 -4.70 1.84
76 H -5.34 -3.59 -1.82
77 H -1.16 2.90 -0.06
78 C -2.37 4.53 -0.96
79 C -1.56 -2.30 -1.72
80 H 0.58 1.42 8.09
81 H -3.32 3.80 -0.78
82 C -1.85 3.05 4.81

These are the Löwdin partial charges, in e, on atoms 1 to 2:
1. C 0.0090
2. O -0.0005

***

B) Density functional theory data (ωB97M-V with the def2-TZVPD basis set) for a cluster of 7 separate species, C35H35ClNO10 in total.

Properties
charge	-1
HOMO level	-5.33	eV
E_LUMO	2.167	eV

Geometry (Å):
1 C -0.89 -1.44 -3.54
2 H -2.58 5.40 -1.48
3 Cl 0.06 0.69 -0.72
4 C 3.35 -2.23 -1.19
5 H -5.72 -2.54 1.66
6 C -1.34 -2.72 -3.88
7 H -2.56 7.54 -3.30
8 H 5.85 -4.35 -0.59
9 H 1.73 0.38 1.64
10 H -0.59 3.05 4.38
11 N -5.62 -0.05 -0.64
12 H 1.27 2.75 6.24
13 C -4.01 -1.82 0.87
14 O 7.49 -2.44 -0.37
15 O -1.62 7.67 -2.80
16 C 5.50 -1.15 -0.72
17 C 2.54 0.91 3.81
18 H -0.48 -1.51 -2.57
19 H -0.12 -1.71 0.42
20 H -2.34 -0.84 0.13
21 H -3.71 0.61 -1.65
22 O 1.47 3.29 -1.39
23 H -2.72 -2.04 -6.96
24 C -1.50 -0.48 -5.67
25 H -0.91 -4.76 4.94
26 H -0.45 1.79 1.06
27 H -1.12 -0.45 4.81
28 H -0.38 -4.70 2.36
29 C 4.10 -1.05 -1.01
30 H 1.72 -1.19 -1.27
31 H 0.96 2.38 -1.09
32 C 2.24 1.39 5.12
33 H -1.16 -1.72 7.05
34 C -1.53 5.52 -1.73
35 C 0.13 2.29 4.28
36 C -5.39 -1.86 0.99
37 C 1.25 5.59 -2.10
38 C 5.47 -3.54 -0.99
39 C 6.16 -2.37 -0.73
40 H 1.02 7.60 -2.73
41 C -2.03 -1.86 -6.01
42 H -1.07 -3.42 -3.21
43 C 0.45 6.65 -2.51
44 H -0.40 0.68 -3.15
45 H 2.21 5.68 -2.42
46 O 3.05 1.29 6.13
47 C -0.55 -2.73 2.21
48 H -7.40 -0.72 0.05
49 C -0.93 6.63 -2.29
50 C -3.40 -0.92 -0.02
51 O -0.30 -2.64 0.85
52 O -0.58 2.15 1.94
53 C 1.52 0.96 2.61
54 C -1.91 -2.91 -5.16
55 H -2.59 -3.86 -6.47
56 C -0.70 4.33 -1.33
57 H 3.33 0.07 3.58
58 H 3.56 -0.09 -1.05
59 O -2.30 -4.14 -5.52
60 C -1.02 -1.35 4.32
61 C -6.22 -0.95 0.20
62 C -4.16 -0.07 -0.79
63 H -1.01 3.59 -0.73
64 C 3.94 -3.44 -1.28
65 O -1.11 -2.62 6.42
66 H -0.86 -0.34 2.18
67 H -3.40 -2.37 1.72
68 C -0.93 -0.37 -4.39
69 C -1.09 -2.59 5.03
70 H 3.29 -4.21 -1.42
71 H 3.83 0.91 5.67
72 H 7.73 -1.60 -0.38
73 H 6.09 -0.18 -0.49
74 C -0.94 -1.47 2.83
75 H -1.83 0.42 -6.30
76 C 0.43 1.81 2.91
77 O -0.56 0.90 -4.00
78 C 1.11 2.24 5.25
79 C -0.63 -3.85 2.92
80 C -0.99 -3.85 4.37
81 C 0.77 4.44 -1.53
82 O 2.04 -2.11 -1.37

These are the Löwdin partial charges, in e, on atoms 1 to 2:
1. C -0.0256
2. H 0.0951

***

Stability, highest: A)